No. 1
Density functional theory data (wB97M-V/def2-TZVPD) for a structure of composition C39H41BrClN5O5PSSr.

The geometry in XYZ format:
```
95
Properties=species:S:1:pos:R:3:lowdin_charge:R:1
Sr -0.1536 0.1591 0.9022 1.358
C 3.1822 -0.0266 2.4174 -0.057
O 2.5164 -0.3700 1.1942 -0.286
C 3.2921 -1.3043 0.4543 -0.190
C 2.8227 -1.3165 -0.9770 -0.165
O 1.4236 -1.5635 -1.0678 -0.181
C 1.1200 -2.9487 -0.9695 -0.175
C -0.2979 -3.0727 -0.4916 -0.174
O -0.4589 -2.4687 0.7899 -0.339
C -0.0561 -3.2901 1.8833 -0.063
H 4.1305 0.4660 2.1899 0.100
H 2.5348 0.6468 2.9739 0.070
H 3.3714 -0.9287 3.0047 0.103
H 4.3462 -1.0035 0.4750 0.138
H 3.2315 -2.2871 0.9369 0.127
H 3.0074 -0.3519 -1.4457 0.116
H 3.3834 -2.0704 -1.5409 0.141
H 1.2413 -3.4397 -1.9421 0.145
H 1.8046 -3.4417 -0.2726 0.121
H -0.9780 -2.5443 -1.1637 0.115
H -0.6122 -4.1209 -0.4546 0.142
H -0.6211 -4.2266 1.8736 0.099
H 1.0121 -3.5176 1.8400 0.092
H -0.2702 -2.7386 2.7957 0.089
Cl -1.2441 0.4111 -2.2193 0.710
C -2.5798 -0.6589 -2.6526 -0.636
C -2.6602 -1.0303 -3.9835 -0.099
C -3.7034 -1.8552 -4.3779 -0.064
C -4.6367 -2.2895 -3.4481 -0.061
C -4.5314 -1.8961 -2.1231 -0.057
C -3.4981 -1.0623 -1.6914 -0.398
P -3.3076 -0.5480 0.0533 1.067
C -4.2303 1.0329 0.0935 -0.378
C -4.5765 1.7273 -1.0598 -0.084
C -5.1553 2.9880 -0.9761 -0.076
C -5.3929 3.5671 0.2603 -0.079
C -5.0534 2.8765 1.4186 -0.073
C -4.4736 1.6218 1.3349 -0.125
C -4.3913 -1.7024 0.9551 -0.378
C -3.8185 -2.8858 1.4186 -0.090
C -4.5868 -3.8347 2.0771 -0.072
C -5.9384 -3.6023 2.2908 -0.075
C -6.5172 -2.4243 1.8400 -0.068
C -5.7500 -1.4805 1.1723 -0.087
H -1.9232 -0.6789 -4.6911 0.108
H -3.7835 -2.1562 -5.4140 0.112
H -5.4509 -2.9330 -3.7525 0.111
H -5.2620 -2.2401 -1.4019 0.106
H -4.4047 1.2961 -2.0383 0.099
H -5.4225 3.5151 -1.8830 0.106
H -5.8426 4.5492 0.3261 0.105
H -5.2285 3.3184 2.3910 0.110
H -4.1921 1.1127 2.2495 0.102
H -2.7603 -3.0606 1.2658 0.079
H -4.1258 -4.7485 2.4287 0.105
H -6.5383 -4.3385 2.8095 0.107
H -7.5709 -2.2403 2.0034 0.109
H -6.2128 -0.5699 0.8152 0.109
N -3.9765 2.2177 8.1742 0.115
C -3.1514 1.9737 7.1038 -0.313
C -3.3410 0.8382 6.3033 -0.022
C -2.5332 0.6132 5.2112 -0.059
C -1.5148 1.5125 4.8957 -0.310
C -1.3215 2.6457 5.6726 -0.051
C -2.1308 2.8689 6.7686 -0.020
S -0.5919 1.2458 3.4572 0.542
O -0.3348 -0.2069 3.2978 -0.457
O 0.6127 2.0552 3.5221 -0.313
N -1.4462 1.5666 2.1673 -0.330
C -1.4758 2.8712 1.6184 -0.486
N -1.6269 3.9130 2.4260 0.158
C -1.6346 5.1028 1.8341 -0.103
C -1.4973 5.2523 0.4633 -0.044
C -1.3516 4.0903 -0.2703 -0.124
N -1.3446 2.8769 0.2809 0.108
H -4.5175 1.4533 8.5389 0.097
H -3.6771 2.8809 8.8674 0.098
H -4.1248 0.1327 6.5510 0.114
H -2.6891 -0.2728 4.6088 0.116
H -0.5432 3.3529 5.4233 0.115
H -1.9729 3.7513 7.3765 0.115
H -1.7540 5.9666 2.4792 0.115
H -1.5092 6.2235 -0.0078 0.103
H -1.2423 4.1258 -1.3500 0.118
Br 2.9255 2.9436 -4.2970 0.792
C 2.5221 2.9744 -2.4653 -0.678
C 2.9587 4.0059 -1.6551 -0.091
C 2.6267 3.9666 -0.3092 -0.031
C 1.8737 2.9050 0.1586 -0.137
N 1.4504 1.9079 -0.6258 0.006
C 1.7720 1.9442 -1.9149 -0.226
H 3.5436 4.8178 -2.0657 0.113
H 2.9402 4.7445 0.3722 0.117
H 1.5902 2.8504 1.2067 0.103
H 1.4266 1.1279 -2.5392 0.075
```

Output
HOMO energy in eV: -10.063
Energy above the lowest of the compared OMol25 structures with the same formula, charge and spin in kcal/mol: 18.0
Electronic energy in eV: -162319.2205
Orbital gap in hartree: 0.3060
Charge: +1



No. 2
Density functional theory data (wB97M-V/def2-TZVPD) for a structure of composition C39H41ClN4O6PSSiTi.

The geometry in XYZ format:
```
95
Properties=species:S:1:pos:R:3:lowdin_charge:R:1
Ti -0.4587 -0.4411 0.6026 0.967
O -3.5131 0.6616 2.0243 -0.237
S -2.6275 -0.4527 1.9373 0.389
O -2.9106 -1.6330 2.6838 -0.262
O -2.3110 -0.7959 0.4597 -0.473
O -1.1596 0.0027 2.2730 -0.391
O 0.2258 -2.0924 1.5989 -0.202
C 1.4358 -2.8309 1.9394 -0.153
C 2.3132 -2.1747 2.9888 -0.144
C 1.6151 -1.9393 4.3469 -0.108
C 1.4519 -0.5033 4.7989 -0.279
C 1.4615 -0.2113 6.1619 -0.017
C 1.2738 1.0926 6.5772 -0.052
C 1.0751 2.0747 5.6178 -0.058
C 1.0913 1.6946 4.2914 -0.134
N 1.2852 0.4387 3.8788 0.106
H -0.2634 -1.9115 2.4215 0.083
H 1.9571 -2.9434 0.9928 0.109
H 1.1133 -3.8114 2.2828 0.136
H 2.7138 -1.2367 2.6044 0.092
H 3.1442 -2.8649 3.1365 0.127
H 2.1653 -2.4540 5.1313 0.115
H 0.6199 -2.4028 4.3466 0.128
H 1.6126 -1.0049 6.8838 0.117
H 1.2837 1.3406 7.6311 0.114
H 0.9331 3.1120 5.8910 0.107
H 0.9494 2.4318 3.5084 0.104
Cl -2.2426 -3.8966 0.6732 0.788
C -2.2462 -4.3036 -1.0024 -0.637
C -2.8947 -5.4880 -1.3351 -0.103
C -2.9395 -5.9147 -2.6468 -0.058
C -2.3235 -5.1556 -3.6314 -0.060
C -1.6849 -3.9808 -3.2874 -0.083
C -1.6348 -3.5098 -1.9705 -0.329
P -0.6673 -1.9234 -1.7078 1.149
C 0.9246 -2.5152 -2.3832 -0.359
C 1.7229 -1.7769 -3.2492 -0.118
C 2.9280 -2.2935 -3.7122 -0.062
C 3.3484 -3.5504 -3.3057 -0.068
C 2.5646 -4.2909 -2.4283 -0.063
C 1.3643 -3.7755 -1.9668 -0.095
C -1.4381 -0.8351 -2.9813 -0.335
C -2.5263 -0.0552 -2.5800 -0.099
C -3.2127 0.7342 -3.4912 -0.061
C -2.8198 0.7675 -4.8193 -0.064
C -1.7384 0.0006 -5.2321 -0.061
C -1.0554 -0.7943 -4.3245 -0.101
H -3.3576 -6.0678 -0.5471 0.108
H -3.4479 -6.8374 -2.8979 0.115
H -2.3381 -5.4773 -4.6649 0.113
H -1.2038 -3.4187 -4.0696 0.100
H 1.3967 -0.8065 -3.5883 0.080
H 3.5320 -1.7139 -4.4007 0.116
H 4.2855 -3.9536 -3.6695 0.113
H 2.8866 -5.2750 -2.1114 0.114
H 0.7493 -4.3667 -1.2961 0.114
H -2.8665 -0.0872 -1.5577 0.086
H -4.0607 1.3202 -3.1582 0.114
H -3.3554 1.3801 -5.5343 0.111
H -1.4260 0.0133 -6.2693 0.112
H -0.2148 -1.3712 -4.6825 0.091
N -3.2422 9.6140 2.8367 0.176
C -2.9461 8.6068 2.3689 -0.167
C -2.5740 7.3413 1.7814 -0.217
C -2.8761 6.1495 2.4312 -0.002
C -2.5095 4.9395 1.8725 0.011
C -1.8336 4.9169 0.6602 -0.154
C -1.5467 6.0997 -0.0028 0.004
C -1.9167 7.3104 0.5566 -0.004
N -1.4161 3.6618 0.0986 0.026
C -0.7999 3.4555 -1.1284 0.002
C -0.4967 2.1440 -1.1872 -0.085
N -0.9183 1.5262 -0.0161 -0.013
C -1.4465 2.4803 0.7344 -0.079
H -3.4025 6.1717 3.3757 0.131
H -2.7773 4.0256 2.3853 0.118
H -1.0320 6.0991 -0.9532 0.109
H -1.6913 8.2355 0.0443 0.130
H -0.6494 4.2320 -1.8560 0.125
H -0.0282 1.5901 -1.9800 0.106
H -1.9002 2.3195 1.6936 0.118
C 3.5166 1.4623 0.8619 -0.155
Si 2.7244 0.3448 -0.3856 0.358
C 3.7597 -1.1936 -0.4481 -0.138
C 2.7861 1.3463 -1.9583 -0.155
O 1.1365 -0.0997 -0.0475 -0.403
H 4.5552 1.5941 0.5345 0.051
H 3.5318 1.0577 1.8739 0.022
H 3.0558 2.4539 0.8937 0.038
H 4.6545 -1.0181 -1.0536 0.053
H 3.2291 -2.0412 -0.8816 0.004
H 4.0968 -1.4698 0.5563 0.038
H 3.8154 1.3508 -2.3329 0.050
H 2.5075 2.3830 -1.7475 0.035
H 2.1485 0.9840 -2.7620 0.008
```

Output
HOMO energy in eV: -11.495
Energy above the lowest of the compared OMol25 structures with the same formula, charge and spin in kcal/mol: 53.7
Electronic energy in eV: -122994.2453
Orbital gap in hartree: 0.2903
Charge: +1